Record 1
{"formula": "C38H46F40O11", "method": "ωB97M-V/def2-TZVPD", "symbols": ["C", "C", "O", "C", "C", "O", "O", "C", "O", "O", "C", "C", "C", "C", "C", "C", "C", "O", "C", "H", "H", "H", "H", "H", "H", "H", "H", "H", "H", "H", "H", "H", "H", "H", "H", "H", "H", "H", "H", "H", "H", "H", "H", "H", "H", "C", "C", "C", "F", "F", "F", "F", "O", "C", "C", "F", "F", "F", "F", "H", "H", "H", "H", "C", "C", "C", "F", "F", "F", "F", "O", "C", "C", "F", "F", "F", "F", "H", "H", "H", "H", "C", "C", "C", "F", "F", "F", "F", "O", "C", "C", "F", "F", "F", "F", "H", "H", "H", "H", "C", "C", "C", "F", "F", "F", "F", "O", "C", "C", "F", "F", "F", "F", "H", "H", "H", "H", "C", "C", "C", "F", "F", "F", "F", "O", "C", "C", "F", "F", "F", "F", "H", "H", "H", "H"], "coordinates": [[-2.683, 7.367, 3.768], [-3.373, 6.911, 2.492], [-4.750, 6.647, 2.770], [-5.319, 5.616, 2.002], [-5.445, 4.328, 2.759], [-4.230, 3.596, 2.649], [-3.742, 3.390, 3.975], [-2.383, 3.199, 3.852], [-1.623, 4.083, 3.437], [-1.976, 1.995, 4.288], [-2.265, 0.923, 3.378], [-1.559, 1.061, 2.044], [-2.374, 0.434, 0.913], [-2.034, 0.994, -0.463], [-0.540, 1.076, -0.765], [-0.144, 2.272, -1.620], [-0.660, 3.583, -1.063], [-1.903, 3.909, -1.681], [-2.692, 4.644, -0.762], [-3.351, 7.223, 4.602], [-2.469, 8.425, 3.695], [-1.739, 6.859, 3.905], [-3.322, 7.716, 1.766], [-2.890, 6.032, 2.091], [-4.750, 5.416, 1.100], [-6.300, 5.940, 1.666], [-6.219, 3.731, 2.279], [-5.738, 4.483, 3.786], [-1.903, 0.030, 3.863], [-3.330, 0.781, 3.221], [-0.616, 0.543, 2.067], [-1.349, 2.095, 1.786], [-2.187, -0.637, 0.893], [-3.435, 0.543, 1.100], [-2.545, 1.935, -0.609], [-2.467, 0.319, -1.193], [0.081, 1.082, 0.122], [-0.270, 0.176, -1.307], [-0.454, 2.195, -2.655], [0.940, 2.334, -1.598], [-0.753, 3.524, 0.019], [0.029, 4.396, -1.277], [-2.191, 5.578, -0.520], [-3.673, 4.859, -1.161], [-2.815, 4.108, 0.178], [0.860, -4.948, 1.498], [0.659, -3.435, 1.317], [0.516, -2.574, 2.573], [-0.562, -2.915, 3.305], [0.353, -1.281, 2.191], [-0.378, -3.209, 0.479], [1.780, -2.976, 0.694], [-0.268, -5.804, 1.349], [-1.127, -6.092, 2.384], [-2.554, -5.602, 2.115], [-2.577, -4.273, 1.913], [-3.321, -5.882, 3.194], [-0.656, -5.657, 3.566], [-1.185, -7.446, 2.461], [1.505, -5.239, 0.671], [1.421, -5.176, 2.404], [1.410, -2.642, 3.199], [-2.966, -6.104, 1.237], [-0.693, -11.699, 0.884], [0.627, -11.138, 1.440], [1.037, -9.725, 1.024], [1.225, -9.617, -0.305], [2.213, -9.407, 1.626], [1.632, -12.008, 1.190], [0.474, -11.085, 2.793], [-0.648, -12.579, -0.230], [-0.641, -12.129, -1.530], [0.649, -12.509, -2.264], [1.730, -12.010, -1.636], [0.609, -11.992, -3.514], [-0.896, -10.808, -1.612], [-1.646, -12.765, -2.171], [-1.077, -12.328, 1.685], [-1.435, -10.913, 0.742], [0.287, -8.997, 1.340], [0.742, -13.595, -2.324], [7.621, -7.409, 1.334], [6.894, -6.092, 1.007], [6.670, -5.088, 2.142], [5.900, -5.595, 3.124], [6.032, -4.002, 1.641], [5.727, -6.357, 0.383], [7.686, -5.440, 0.107], [6.851, -8.584, 1.539], [6.324, -8.921, 2.766], [4.794, -8.940, 2.744], [4.306, -7.737, 2.377], [4.333, -9.216, 3.986], [6.807, -8.138, 3.753], [6.724, -10.183, 3.033], [8.187, -7.635, 0.432], [8.361, -7.274, 2.123], [7.625, -4.765, 2.564], [4.432, -9.697, 2.049], [-1.301, 5.817, -6.341], [-1.398, 6.730, -5.107], [-2.396, 6.353, -4.014], [-3.669, 6.350, -4.462], [-2.327, 7.270, -3.013], [-1.595, 8.005, -5.505], [-0.170, 6.688, -4.504], [-1.980, 6.198, -7.528], [-3.296, 5.874, -7.764], [-4.185, 7.117, -7.876], [-4.125, 7.859, -6.755], [-5.466, 6.724, -8.057], [-3.773, 4.995, -6.862], [-3.339, 5.264, -8.970], [-0.252, 5.861, -6.628], [-1.495, 4.775, -6.085], [-2.168, 5.369, -3.590], [-3.870, 7.729, -8.725], [2.011, 6.986, -1.508], [1.159, 7.722, -0.457], [0.687, 9.141, -0.784], [1.720, 9.988, -0.956], [-0.055, 9.599, 0.252], [1.787, 7.695, 0.737], [0.016, 6.989, -0.325], [3.421, 6.947, -1.341], [4.252, 7.939, -1.809], [4.995, 8.651, -0.674], [4.134, 9.198, 0.203], [5.752, 9.642, -1.200], [3.606, 8.808, -2.609], [5.197, 7.335, -2.565], [1.720, 5.942, -1.408], [1.735, 7.275, -2.522], [0.065, 9.141, -1.684], [5.640, 7.945, -0.146]], "lumo_energy_ev": 0.31, "smiles": "FC(F)C(F)(F)COC(F)(F)C(F)F.FC(F)C(F)(F)COC(F)(F)C(F)F.FC(F)C(F)(F)COC(F)(F)C(F)F.FC(F)C(F)(F)COC(F)(F)C(F)F.FC(F)C(F)(F)COC(F)(F)C(F)F.CCOCCOOC(=O)OCCCCCCCOC", "fmax_ha_per_bohr": 0.0711, "orbital_gap_ev": 9.71, "multiplicity": 1}

***

Record 2
{"formula": "C11H8CoF6N6O8S2", "method": "ωB97M-V/def2-TZVPD", "symbols": ["Co", "O", "C", "O", "C", "C", "C", "C", "C", "N", "C", "O", "O", "H", "H", "H", "H", "F", "C", "F", "F", "S", "O", "O", "N", "S", "O", "O", "C", "F", "F", "F", "N", "C", "N", "N", "C", "N", "H", "H", "H", "H"], "coordinates": [[10.509, 11.595, 9.381], [11.737, 9.061, 13.128], [11.190, 9.995, 12.327], [10.042, 9.850, 11.807], [11.998, 11.222, 12.108], [13.169, 11.376, 12.854], [13.990, 12.482, 12.602], [13.604, 13.418, 11.583], [12.454, 13.156, 10.858], [11.738, 12.080, 11.152], [12.220, 13.920, 9.515], [12.938, 14.875, 9.226], [11.297, 13.288, 8.898], [11.278, 8.207, 12.999], [13.272, 10.816, 13.763], [14.883, 12.541, 13.176], [14.078, 14.379, 11.380], [8.279, 9.577, 6.526], [7.878, 10.576, 5.731], [6.483, 10.470, 5.645], [8.363, 10.383, 4.509], [8.515, 12.177, 6.594], [9.744, 11.654, 7.283], [8.749, 13.160, 5.563], [7.421, 12.647, 7.622], [7.251, 12.317, 9.160], [6.916, 13.510, 9.841], [8.265, 11.411, 9.724], [5.690, 11.215, 9.303], [4.583, 11.821, 8.883], [5.465, 10.716, 10.523], [5.896, 10.161, 8.414], [8.243, 7.953, 11.078], [8.195, 7.574, 9.803], [7.359, 6.540, 9.484], [8.818, 8.193, 8.772], [9.933, 8.709, 9.026], [10.834, 9.493, 9.044], [7.656, 7.582, 11.825], [8.936, 8.677, 11.337], [7.297, 5.797, 10.187], [7.508, 6.129, 8.569]], "lumo_energy_ev": [-4.79, -7.75], "fmax_ha_per_bohr": 0.0807, "orbital_gap_ev": [8.86, 5.82], "charge": 1, "multiplicity": 5, "s2": 6.0118}

***

Record 3
{"formula": "C17H14N4OPdS2Te", "method": "ωB97M-V/def2-TZVPD", "symbols": ["Pd", "S", "C", "C", "C", "C", "N", "C", "C", "C", "S", "C", "N", "H", "H", "C", "Te", "C", "C", "C", "C", "C", "C", "C", "H", "H", "H", "H", "H", "H", "H", "H", "N", "C", "N", "O", "H", "H", "H", "H"], "coordinates": [[-1.734, -0.427, 1.256], [-2.491, -2.453, 0.546], [-1.012, -3.356, 0.256], [-1.003, -4.496, -0.540], [0.163, -5.231, -0.706], [0.151, -6.380, -1.569], [0.115, -7.284, -2.278], [1.335, -4.829, -0.049], [1.323, -3.686, 0.738], [0.162, -2.936, 0.873], [0.170, -1.467, 1.844], [2.550, -5.588, -0.180], [3.525, -6.186, -0.286], [-1.910, -4.812, -1.038], [2.230, -3.371, 1.239], [-0.028, 2.166, -0.101], [-1.236, 2.130, 1.675], [0.652, 2.567, 2.578], [1.376, 3.387, 1.539], [2.329, 4.339, 1.873], [2.968, 5.067, 0.879], [2.659, 4.839, -0.454], [1.701, 3.894, -0.794], [1.048, 3.176, 0.198], [-0.633, 2.419, -0.969], [0.378, 1.161, -0.226], [1.150, 1.616, 2.776], [0.532, 3.103, 3.516], [2.574, 4.513, 2.914], [3.699, 5.818, 1.147], [3.152, 5.409, -1.231], [1.457, 3.718, -1.834], [-2.409, -0.192, -1.920], [-3.342, 0.495, -1.226], [-4.379, 1.013, -1.920], [-3.262, 0.711, -0.002], [-2.629, -0.540, -2.837], [-1.800, -0.772, -1.359], [-4.478, 0.902, -2.912], [-5.052, 1.562, -1.417]], "lumo_energy_ev": -0.95, "fmax_ha_per_bohr": 0.0106, "orbital_gap_ev": 6.86, "relative_energy_kj_mol": 0.0, "multiplicity": 1}

***

Record 4
{"formula": "C8CrF24N4O16S8", "method": "ωB97M-V/def2-TZVPD", "symbols": ["Cr", "C", "F", "F", "F", "S", "O", "O", "N", "S", "O", "O", "C", "F", "F", "F", "C", "F", "F", "F", "S", "O", "O", "N", "S", "O", "O", "C", "F", "F", "F", "C", "F", "F", "F", "S", "O", "O", "N", "S", "O", "O", "C", "F", "F", "F", "C", "F", "F", "F", "S", "O", "O", "N", "S", "O", "O", "C", "F", "F", "F"], "coordinates": [[0.028, 0.633, 0.462], [2.151, 0.332, 4.607], [1.171, 1.131, 5.131], [3.240, 1.011, 4.204], [2.507, -0.497, 5.475], [1.585, -0.713, 3.071], [2.549, -0.428, 1.992], [1.647, -2.099, 3.562], [0.126, -0.079, 2.367], [-0.965, -0.532, 3.381], [-1.925, -1.424, 2.794], [-0.578, -1.050, 4.678], [-1.929, 1.114, 3.771], [-3.057, 0.817, 4.464], [-1.167, 1.848, 4.606], [-2.182, 1.771, 2.597], [0.766, -3.961, 0.870], [1.814, -3.778, 1.639], [0.926, -5.202, 0.458], [-0.423, -3.778, 1.474], [0.764, -2.782, -0.682], [0.303, -1.455, -0.196], [2.162, -2.778, -1.053], [-0.404, -3.508, -1.797], [0.346, -3.924, -3.050], [1.429, -3.008, -3.487], [0.716, -5.342, -3.218], [-1.147, -3.680, -4.374], [-1.802, -4.810, -4.442], [-2.059, -2.733, -4.137], [-0.598, -3.327, -5.513], [-1.993, 3.428, -2.096], [-0.728, 3.579, -2.439], [-2.693, 4.583, -2.105], [-2.612, 2.540, -2.866], [-2.056, 2.837, -0.219], [-0.840, 3.316, 0.324], [-3.256, 3.336, 0.455], [-1.838, 1.069, -0.264], [-3.379, 0.568, -0.220], [-3.843, 0.481, 1.181], [-4.335, 1.245, -1.128], [-3.359, -1.287, -0.847], [-4.616, -1.660, -0.724], [-2.913, -1.396, -2.135], [-2.577, -2.101, -0.089], [2.340, 4.326, -0.211], [2.090, 5.267, 0.700], [1.406, 4.415, -1.210], [3.516, 4.551, -0.806], [2.356, 2.572, 0.532], [3.760, 2.250, 0.870], [1.446, 2.603, 1.664], [1.626, 1.453, -0.535], [2.838, 1.064, -1.421], [3.637, 2.177, -1.977], [3.457, -0.172, -0.942], [1.825, 0.401, -3.000], [2.530, -0.200, -3.937], [0.902, -0.483, -2.699], [1.317, 1.469, -3.509]], "lumo_energy_ev": [3.72, 4.16], "fmax_ha_per_bohr": 0.1561, "orbital_gap_ev": [8.59, 9.18], "charge": -2, "multiplicity": 5, "s2": 6.0075}

***

Copy entry 4 word for word.
{"formula": "C8CrF24N4O16S8", "method": "ωB97M-V/def2-TZVPD", "symbols": ["Cr", "C", "F", "F", "F", "S", "O", "O", "N", "S", "O", "O", "C", "F", "F", "F", "C", "F", "F", "F", "S", "O", "O", "N", "S", "O", "O", "C", "F", "F", "F", "C", "F", "F", "F", "S", "O", "O", "N", "S", "O", "O", "C", "F", "F", "F", "C", "F", "F", "F", "S", "O", "O", "N", "S", "O", "O", "C", "F", "F", "F"], "coordinates": [[0.028, 0.633, 0.462], [2.151, 0.332, 4.607], [1.171, 1.131, 5.131], [3.240, 1.011, 4.204], [2.507, -0.497, 5.475], [1.585, -0.713, 3.071], [2.549, -0.428, 1.992], [1.647, -2.099, 3.562], [0.126, -0.079, 2.367], [-0.965, -0.532, 3.381], [-1.925, -1.424, 2.794], [-0.578, -1.050, 4.678], [-1.929, 1.114, 3.771], [-3.057, 0.817, 4.464], [-1.167, 1.848, 4.606], [-2.182, 1.771, 2.597], [0.766, -3.961, 0.870], [1.814, -3.778, 1.639], [0.926, -5.202, 0.458], [-0.423, -3.778, 1.474], [0.764, -2.782, -0.682], [0.303, -1.455, -0.196], [2.162, -2.778, -1.053], [-0.404, -3.508, -1.797], [0.346, -3.924, -3.050], [1.429, -3.008, -3.487], [0.716, -5.342, -3.218], [-1.147, -3.680, -4.374], [-1.802, -4.810, -4.442], [-2.059, -2.733, -4.137], [-0.598, -3.327, -5.513], [-1.993, 3.428, -2.096], [-0.728, 3.579, -2.439], [-2.693, 4.583, -2.105], [-2.612, 2.540, -2.866], [-2.056, 2.837, -0.219], [-0.840, 3.316, 0.324], [-3.256, 3.336, 0.455], [-1.838, 1.069, -0.264], [-3.379, 0.568, -0.220], [-3.843, 0.481, 1.181], [-4.335, 1.245, -1.128], [-3.359, -1.287, -0.847], [-4.616, -1.660, -0.724], [-2.913, -1.396, -2.135], [-2.577, -2.101, -0.089], [2.340, 4.326, -0.211], [2.090, 5.267, 0.700], [1.406, 4.415, -1.210], [3.516, 4.551, -0.806], [2.356, 2.572, 0.532], [3.760, 2.250, 0.870], [1.446, 2.603, 1.664], [1.626, 1.453, -0.535], [2.838, 1.064, -1.421], [3.637, 2.177, -1.977], [3.457, -0.172, -0.942], [1.825, 0.401, -3.000], [2.530, -0.200, -3.937], [0.902, -0.483, -2.699], [1.317, 1.469, -3.509]], "lumo_energy_ev": [3.72, 4.16], "fmax_ha_per_bohr": 0.1561, "orbital_gap_ev": [8.59, 9.18], "charge": -2, "multiplicity": 5, "s2": 6.0075}

***

- Look up the multiplicity of the fourth one.
  5